Density functional theory data (the ωB97M-V functional and the def2-TZVPD basis) for CH2O2 in the gas phase.

Calculated values
- HOMO-LUMO gap (eV) = 11.83
- energy relative to the best compared isomer or geometry (same formula, charge and spin) (eV) = 0.664
- LUMO level (eV) = 0.688
- calculated total energy (eV) = -5163.7506
- spin multiplicity = 1
- SMILES = O=CO

Last column: Mulliken charge in e.
Geometry (Å):
1 C 0.4171 0.0540 0.0058  0.21
2 H -1.3439 0.1019 0.1718  0.31
3 H 0.4079 1.1381 -0.1322  0.27
4 O -0.8446 -0.6543 -0.0394  -0.40
5 O 1.3636 -0.6396 -0.0059  -0.38

Forces on the atoms, in the same order (eV/Å):
-1.601 -3.261 -1.193
-2.580 1.064 0.315
-0.398 0.183 0.375
2.883 1.724 0.200
1.697 0.290 0.303